No. 1
2 unconnected molecules or ions with the total composition C2H6OS2. Source: the OMol25 dataset; level of theory: ωB97M-V/def2-TZVPD.

Structure (XYZ):
```
11
C2H6OS2 ωB97M-V/def2-TZVPD
S -1.7600 1.5862 -0.7179
S -1.8801 -0.0495 0.3682
H -1.9321 1.1303 -1.9620
H -0.7240 -0.6219 0.7739
C 2.0127 -0.5452 1.2098
C 2.1781 -1.0463 0.0004
O 3.4250 -1.5980 -0.2530
H 1.1082 -0.0934 1.5814
H 2.6968 -0.6347 2.0450
H 1.4883 -1.1184 -0.8288
H 3.5697 -1.7255 -1.1924
```

Results
net charge = 0
LUMO = 0.016 Ha
E_HOMO = -9.2 eV
gap between HOMO and LUMO = 0.3553 Eh

***

No. 2
2 unconnected molecules or ions with the total composition C7H10O. Source: the OMol25 dataset; level of theory: ωB97M-V/def2-TZVPD.

Structure (XYZ):
```
18
C7H10O ωB97M-V/def2-TZVPD
C -1.2868 2.0368 -0.0764
C 0.7583 0.5663 0.1339
C -0.4994 0.8081 -0.4633
C -1.0774 -0.1489 -1.2684
C -0.3558 -1.3588 -1.4495
C 0.8216 -1.6051 -0.8061
C 1.4913 -0.5640 -0.1186
H -1.6245 2.0917 0.9505
H -2.1630 1.9952 -0.7284
H -0.7823 2.9542 -0.3602
H 1.0403 1.2009 0.9804
H -2.0098 0.0546 -1.7813
H -0.8925 -2.1560 -1.9516
H 1.3147 -2.5712 -0.7908
H 2.5430 -0.7703 0.0371
H 0.6571 -0.1862 2.8955
H 1.2799 -1.2128 1.9868
O 0.7851 -1.1345 2.8106
```

Results
net charge = 0
LUMO = 0.033 Ha
E_HOMO = -9.3 eV
gap between HOMO and LUMO = 0.3743 Eh

***

No. 3
A molecular structure, C13H9Br2CuN4O7S. Source: the OMol25 dataset; level of theory: ωB97M-V/def2-TZVPD.

Structure (XYZ):
```
37
C13H9Br2CuN4O7S ωB97M-V/def2-TZVPD
Cu 0.2929 -0.0758 0.3245
Br -0.3353 0.9421 -1.6515
C 0.2808 2.8639 -1.7640
Br 0.9938 3.5353 -0.1441
H -0.6013 3.4217 -2.0487
H 1.0414 2.8722 -2.5328
O 0.2070 -3.1992 2.7450
C 0.4578 -2.0950 2.2745
O 0.2741 -1.7778 1.0462
C 1.0483 -1.0453 3.2342
C 1.3086 -1.5259 4.4929
C 1.8433 -0.7238 5.5018
C 2.1479 0.5960 5.2417
C 1.9327 1.1077 3.9826
C 1.3335 0.3330 2.9066
O 1.0405 0.8957 1.8012
N 2.3372 2.4903 3.8096
O 2.3544 3.2004 4.8123
O 2.7395 2.8762 2.7279
N 2.1067 -1.2698 6.8075
O 2.5986 -0.5359 7.6585
O 1.8202 -2.4390 7.0201
H 1.0814 -2.5620 4.6951
H 2.5748 1.2205 6.0107
C -3.0547 -6.7024 -1.7125
C -2.8375 -5.4267 -2.4698
C -2.8981 -5.3689 -3.8612
C -2.6404 -4.1360 -4.4366
N -2.3467 -3.0559 -3.7300
C -2.3493 -3.2022 -2.4017
S -2.0231 -1.8036 -1.4506
N -2.5811 -4.3422 -1.7525
H -3.4383 -7.4886 -2.3611
H -3.7480 -6.5273 -0.8916
H -2.1081 -7.0265 -1.2782
H -3.1309 -6.2352 -4.4632
H -2.6544 -4.0026 -5.5143
```

Results
net charge = -1
LUMO (alpha / beta) = 0.074 / -0.005 Ha
E_HOMO (alpha / beta) = -5.2 / -5.2 eV
<S²> = 0.75
multiplicity = 2
gap between HOMO and LUMO (alpha / beta) = 0.2640 / 0.1855 Eh

***

No. 4
C5H5NO in the gas phase. Source: the OMol25 dataset; level of theory: ωB97M-V/def2-TZVPD.

Structure (XYZ):
```
12
C5H5NO ωB97M-V/def2-TZVPD
C -1.2837 0.3063 -0.2096
C 0.7245 0.1408 0.9726
C -0.9047 -0.7655 -0.8776
C -0.1430 1.1335 0.3149
C 0.6606 -1.1833 -0.7930
N 1.0688 -1.0434 0.5128
O -0.4355 -2.0278 -1.0977
H -2.3217 0.5257 -0.1295
H 1.0611 0.4205 2.0432
H 0.4789 1.5981 -0.4159
H -0.3686 1.7545 1.2021
H 1.4634 -0.8595 -1.5225
```

Results
net charge = 0
LUMO = 0.031 Ha
E_HOMO = -8.7 eV
gap between HOMO and LUMO = 0.3500 Eh

***

No. 5
C5H6O in the gas phase. Source: the OMol25 dataset; level of theory: ωB97M-V/def2-TZVPD.

Structure (XYZ):
```
12
C5H6O ωB97M-V/def2-TZVPD
C 0.7610 -1.3086 1.3588
C -0.0962 -0.3339 0.5556
O -1.3580 -0.3398 0.5024
C 0.5699 0.5672 -0.2896
C -0.2727 1.1846 -1.1927
C -1.5458 0.8194 -1.4526
H 0.5105 -1.3549 2.4230
H 1.8167 -1.0217 1.2718
H 0.6638 -2.3189 0.9479
H 1.6372 0.6976 -0.3282
H 0.1174 2.0244 -1.7592
H -2.3669 1.5202 -1.6541
```

Results
net charge = 0
LUMO (alpha / beta) = -0.025 / -0.025 Ha
E_HOMO (alpha / beta) = -8.4 / -8.4 eV
gap between HOMO and LUMO (alpha / beta) = 0.2824 / 0.2827 Eh

***

No. 6
2 unconnected molecules or ions with the total composition C3H10N2O. Source: the OMol25 dataset; level of theory: ωB97M-V/def2-TZVPD.

Structure (XYZ):
```
16
C3H10N2O ωB97M-V/def2-TZVPD
C -1.1279 -0.1326 -0.6179
C -0.2910 0.1167 -1.6190
N -0.2394 1.3206 -2.3449
N -1.1953 -1.3698 0.0915
H -1.7256 0.6553 -0.1689
H 0.4537 -0.6284 -1.8806
H 0.6649 1.5776 -2.7116
H -0.5808 2.0988 -1.7925
H -2.0908 -1.4527 0.5514
H 0.1759 -1.1245 1.3398
H -1.0942 -2.1712 -0.5169
C 1.4232 0.2683 1.9162
O 0.8079 -1.0014 2.0886
H 2.4620 0.1750 2.2408
H 1.4334 0.6416 0.8914
H 0.9239 1.0267 2.5326
```

Results
net charge = 0
LUMO = 0.036 Ha
E_HOMO = -7.8 eV
gap between HOMO and LUMO = 0.3235 Eh

***

F_max, respectively: 2.84; 2.11; 1.16; 5.01; 0.94; 0.98 eV/A.